C8H20N4 | ωB97M-V/def2-TZVPD

Summary:
Kohn-Sham gap, eV: 8.7869
E, eV: -14578.81613
Energy relative to the best compared isomer or geometry (same formula, charge and spin), kcal per mole: 29.6
LUMO level, eV: 1.11
Highest occupied orbital energy, eV: -7.68

Bonds (Å) are listed after each position.
Positions of all 32 atoms, in Å:
1 C -0.6192 2.2659 1.2915  C2 1.646, N12 1.458, H13 1.118, H14 1.049
2 C -0.2652 0.8479 2.0495  C1 1.646, N3 1.421, H15 1.105, H16 1.058
3 N -1.1844 -0.0554 1.4508  C2 1.421, C4 1.443, H17 1.039
4 C -1.0180 -1.4693 1.6884  N3 1.443, C5 1.495, H18 1.076, H19 1.137
5 C -1.6858 -2.2639 0.6128  C4 1.495, N6 1.480, H20 1.072, H21 1.091
6 N -1.0803 -1.7720 -0.6454  C5 1.480, C7 1.485, H22 1.019
7 C 0.1460 -2.2387 -1.3411  N6 1.485, C8 1.541, H23 1.044, H24 1.074
8 C 0.9766 -1.0545 -1.8724  C7 1.541, N9 1.467, H25 1.079, H26 1.117
9 N 1.2807 -0.1106 -0.7912  C8 1.467, C10 1.494, H27 1.003
10 C 1.5489 1.2235 -1.4077  N9 1.494, C11 1.537, H28 1.090, H29 1.109
11 C 1.1594 2.3960 -0.4941  C10 1.537, N12 1.442, H30 1.118, H31 1.080
12 N -0.2229 2.2417 -0.1117  C1 1.458, C11 1.442, H32 1.034
13 H -0.1153 3.1502 1.7547  C1 1.118
14 H -1.6647 2.2894 1.3697  C1 1.049
15 H 0.8114 0.6400 1.9156  C2 1.105
16 H -0.4974 0.9871 3.0721  C2 1.058
17 H -1.3365 0.0519 0.4289  N3 1.039
18 H -1.3440 -1.7712 2.6678  C4 1.076
19 H 0.0977 -1.6678 1.5956  C4 1.137
20 H -2.7398 -2.0674 0.6176  C5 1.072
21 H -1.5074 -3.3333 0.7363  C5 1.091
22 H -1.8353 -1.6445 -1.3176  N6 1.019
23 H -0.0955 -2.8967 -2.1147  C7 1.044
24 H 0.7565 -2.7204 -0.5999  C7 1.074
25 H 0.4230 -0.6129 -2.6866  C8 1.079
26 H 1.9859 -1.3348 -2.2593  C8 1.117
27 H 2.1319 -0.4425 -0.3775  N9 1.003
28 H 2.5968 1.2414 -1.7053  C10 1.090
29 H 0.9636 1.3963 -2.3335  C10 1.109
30 H 1.3779 3.3561 -1.0234  C11 1.118
31 H 1.7515 2.4042 0.4087  C11 1.080
32 H -0.7962 2.9641 -0.5787  N12 1.034

Charges obtained by natural (NBO) population analysis, quoted in units of e: -0.203, -0.203, -0.676, -0.208, -0.217, -0.660, -0.214, -0.216, -0.622, -0.219, -0.226, -0.645, 0.156, 0.204, 0.157, 0.179, 0.407, 0.182, 0.147, 0.199, 0.177, 0.358, 0.180, 0.183, 0.186, 0.170, 0.347, 0.170, 0.186, 0.182, 0.180, 0.358